Entry 1:
Molecular formula: H23O12
Method: DFT, wB97M-V/def2-TZVPD

- HOMO (alpha / beta) (eV) = -11.1 / -11.1
- HOMO-LUMO gap (alpha / beta) (eV) = 9.930 / 4.301
- multiplicity = 2
- E (a.u.) = -916.46583
- max |F| (eV/A) = 3.8

Positions of all 35 atoms, in Å:
O 0.38104 -1.13397 -0.28719
H 1.19805 -1.45386 0.14750
H 2.18264 0.48345 -4.07000
O -1.92249 1.54918 -2.93375
H -1.30604 0.86336 -2.65506
H -2.64253 1.57121 -2.29334
O -3.01699 -2.11245 3.08988
H -2.55231 -1.32817 2.74601
O 2.77328 1.02809 -3.52971
H -1.18950 -0.87921 0.62212
H 2.27840 1.07607 -2.69988
O 1.30391 1.09591 2.71066
H 1.58100 1.82189 2.08141
H -0.34066 -2.58716 -0.36669
O -1.53505 1.96164 3.90866
H -0.71242 1.75717 3.43220
H -2.80508 -2.77660 2.42143
O -1.36132 -0.61342 1.51755
H -0.69917 0.08533 1.63732
H -1.13725 1.72279 4.76195
O 1.18773 1.07029 -0.03273
H 0.79015 0.09191 -0.10304
H 1.68763 1.21777 -0.84365
O -1.95799 -1.07589 -1.52781
H -1.22611 -0.80643 -0.95514
H -1.92421 -2.00881 -1.75427
O 0.99225 -1.23441 -3.35488
H 1.86192 -1.60299 -3.18196
H 0.40489 -1.43626 -2.62048
O 2.13981 3.76638 1.55819
H 1.83697 3.43352 0.70188
H 3.01244 3.34322 1.60727
O -0.65387 -3.33864 -0.93448
H 1.44525 0.53149 1.93047
H -0.07438 -4.08242 -0.73045

=====

Entry 2:
Molecular formula: C2H2OS2
Method: DFT, wB97M-V/def2-TZVPD

- HOMO (alpha / beta) (eV) = -9.3 / -9.3
- HOMO-LUMO gap (alpha / beta) (eV) = 6.510 / 6.520
- E (a.u.) = -948.78636
- max |F| (eV/A) = 4.0

Positions of all 7 atoms, in Å:
C 0.76417 -1.30420 0.82473
C 0.10117 -0.62972 1.54470
O -0.94299 1.18580 -1.95061
S 0.55617 1.13868 -2.49503
S -1.47730 1.49361 -0.52311
H 1.10908 -2.16514 0.43471
H -0.11030 0.28097 2.16460

=====

Entry 3:
Molecular formula: H19O9
Method: DFT, wB97M-V/def2-TZVPD

- HOMO (eV) = -14.7
- HOMO-LUMO gap (eV) = 11.658
- E (a.u.) = -688.23960
- max |F| (eV/A) = 9.9
- net charge = +1

Positions of all 28 atoms, in Å:
O -0.08220 1.03138 -3.71545
H 3.11281 -2.39217 -0.06703
H -1.82304 -1.23953 0.25057
O 0.13438 0.83703 -0.89649
H -3.54782 0.25366 -2.30279
O 0.96642 -1.92381 1.71505
H 0.89781 0.51944 -0.16684
H 1.76885 -2.47235 1.85870
O 1.88472 0.15891 0.59565
H 1.74303 -0.42664 1.34691
H 2.80285 -0.00096 0.37855
O -0.84753 -0.27421 2.49802
H -1.05311 0.30620 1.74452
H -1.14662 -0.00949 3.37488
O -3.09212 0.88278 -1.90633
H 0.48516 -1.62571 2.59114
H -3.48483 1.53099 -1.55174
O -1.17725 3.08460 2.15473
H 0.67263 1.35998 -4.21553
H -1.50578 3.94809 1.84609
O 3.61712 -2.83866 -0.65098
H 3.43509 -2.66173 -1.56594
H -1.45574 3.04508 3.02029
O -1.12875 -1.45304 -0.34776
H -0.62172 -2.06579 0.21472
H -0.61333 0.01368 -0.87664
H -0.66283 1.70572 -3.63963
H 0.72181 0.70655 -1.68669

=====

Entry 4:
Molecular formula: C7H15N2O
Method: DFT, wB97M-V/def2-TZVPD

- HOMO (eV) = -14.1
- HOMO-LUMO gap (eV) = 10.484
- structure (SMILES) = CC(C)(C)/C=[NH+]/C/C=N/O
- E (a.u.) = -460.09312
- max |F| (eV/A) = 4.3
- net charge = +1

Positions of all 25 atoms, in Å:
C 2.76684 0.52551 -0.26962
C 1.44166 -0.07037 -0.13670
C 0.75133 -0.33571 -1.45106
C 1.45964 -1.37444 0.75774
C 0.50301 0.59957 0.78934
N -0.65425 0.96956 0.45886
C -1.79700 0.81587 1.35765
C -2.88126 0.19947 0.50900
N -2.58906 0.16706 -0.71992
O -3.38347 -0.65731 -1.44519
H 3.52683 -0.25070 -0.39460
H 3.01059 1.30353 -1.12822
H 3.03473 0.99411 0.68210
H 0.84505 0.46158 -2.14938
H -0.32174 -0.70822 -1.53309
H 1.31998 -1.08810 -1.89796
H 0.35900 -1.62156 0.75111
H 1.87729 -1.02903 1.72714
H 2.04195 -2.06545 0.18039
H 0.78185 0.69388 1.84057
H -1.13375 0.94446 -0.57529
H -2.15546 1.85896 1.64698
H -1.67086 0.31281 2.27152
H -3.67037 -0.17141 1.13062
H -3.46253 -0.47407 -2.40199

=====

Entry 5:
Molecular formula: C12H27Cl2N2OP2Sc
Method: DFT, wB97M-V/def2-TZVPD

- HOMO (eV) = -16.2
- HOMO-LUMO gap (eV) = 9.367
- E (a.u.) = -3021.62159
- max |F| (eV/A) = 3.4
- net charge = +2

Positions of all 47 atoms, in Å:
C -3.23494 -3.10006 -0.78480
C -2.33370 -1.97066 -0.49770
H -2.84830 -3.49797 -1.73784
H -4.29476 -2.77540 -0.87018
H -3.18584 -3.85010 0.01215
O -1.46066 -1.57361 -1.26317
Cl -2.66585 -1.13506 0.99386
Sc 0.01366 0.95532 1.19136
P -1.68838 2.19547 -0.39302
C -1.15602 2.84064 -2.02862
C -3.25257 1.47879 -1.00102
H -3.85430 2.26632 -1.48350
H -3.12703 4.18480 -0.26603
H -3.81977 1.05090 -0.16605
H -2.94228 3.38123 1.30608
H -0.95688 1.99495 -2.69767
H -3.03634 0.69257 -1.73701
C -2.41058 3.68368 0.39510
H -1.93653 3.45810 -2.49421
H -1.63175 4.39681 0.68837
H -0.23394 3.42436 -1.96070
P 0.85801 -1.46939 1.98269
C 2.47778 -2.21146 1.55257
C 0.97880 -1.40012 3.81048
H -1.12932 -2.86218 2.22940
H 0.39024 -3.80836 2.44513
H -0.15661 -3.32707 0.79248
C -0.10756 -3.02259 1.85379
H 0.00252 -1.12753 4.23046
H 1.28254 -2.37830 4.20954
H 2.73803 -3.01876 2.25154
H 3.27904 -1.46455 1.55446
H 1.69792 -0.62885 4.12340
H 2.44599 -2.63808 0.54413
Cl 0.34098 2.38070 2.92852
C 3.72399 -0.16388 -2.83430
N 2.97625 0.55352 -1.80997
C 3.14348 1.89713 -1.42282
C 2.27060 2.11788 -0.39924
N 1.56540 0.92807 -0.16867
C 2.03300 0.00163 -1.04016
H 3.71879 0.45907 -3.73784
H 4.75510 -0.31524 -2.46383
H 3.24015 -1.13882 -3.01690
H 3.84525 2.53758 -1.93855
H 2.04156 3.01119 0.18516
H 1.64481 -1.01266 -1.06687

=====

Question: Which of these has the highest max |F|?
Answer: H19O9